Below is a structure of composition C25H23Cl2FeNO7S2, with properties calculated with ωB97M-V/def2-TZVPD.

The gap between HOMO and LUMO (spin up / spin down) comes out at 5.63 / 5.85 eV. Its charge is -2. Its largest force on an atom is 0.01129 Eh/bohr. As for the total energy: -4528.5489 Ha. As for the expectation value of S²: 6.01. Its spin multiplicity is 5. As for the energy relative to the best compared isomer or geometry (same formula, charge and spin): 13.23 kcal/mol.

Geometry as XYZ:
```
61
Properties=species:S:1:pos:R:3:forces:R:3
Fe 0.8399 0.7899 -0.6473 -0.2 -0.5 -0.3
C 0.0237 -0.8430 -2.6260 0.0 0.0 -0.1
C 0.5260 -1.7540 -1.6728 -0.1 -0.1 -0.1
C 1.8753 -1.4333 -1.4238 0.2 -0.2 -0.1
C 2.2375 -0.3549 -2.2695 0.2 0.2 0.2
C 1.0899 0.0152 -3.0169 -0.2 0.1 0.0
C 0.9832 1.0359 -4.1208 0.1 -0.1 0.1
C 3.6341 0.2023 -2.3715 -0.1 0.1 0.0
C 2.8119 -2.1924 -0.5280 0.0 0.0 0.0
C -0.1719 -2.9603 -1.1106 -0.1 0.2 0.0
C -1.3608 -0.7975 -3.2142 0.1 -0.1 0.0
H 0.6474 0.5650 -5.0534 0.1 0.0 0.0
H 1.9469 1.5152 -4.3202 -0.1 0.0 0.0
H 0.2625 1.8178 -3.8750 0.0 -0.1 0.0
H 4.3445 -0.5551 -2.7267 0.0 0.0 0.0
H 3.9941 0.5545 -1.3984 0.0 0.0 -0.1
H 3.6747 1.0452 -3.0671 0.0 0.0 0.0
H 3.3359 -2.9959 -1.0669 0.0 0.0 0.0
H 2.2769 -2.6587 0.3074 0.0 0.0 0.0
H 3.5692 -1.5295 -0.0992 -0.1 -0.1 -0.1
H 0.2619 -3.8879 -1.5042 0.0 0.0 0.0
H -1.2363 -2.9645 -1.3664 0.1 0.0 0.0
H -0.0947 -3.0161 -0.0196 0.0 0.0 0.0
H -1.3527 -1.0628 -4.2813 0.0 0.0 0.0
H -1.8044 0.1958 -3.1383 0.0 0.0 0.0
H -2.0332 -1.5033 -2.7124 0.1 0.1 0.0
O -0.7685 4.3958 1.5491 0.0 0.1 0.1
S -0.5621 2.9738 1.6351 0.0 -0.2 -0.2
O -0.3377 2.4540 2.9722 0.0 0.0 0.1
O 0.4250 2.4654 0.6693 0.1 0.0 0.1
C -2.1243 2.2001 1.1368 -0.2 -0.2 -0.2
C -2.8841 1.6773 2.1848 0.1 0.2 -0.2
C -4.0653 0.9945 1.9433 -0.1 0.0 0.0
C -4.4959 0.7967 0.6399 0.0 0.0 0.0
C -3.7641 1.3211 -0.4148 0.2 0.2 0.1
C -2.5876 2.0410 -0.1867 -0.1 -0.1 0.3
S -1.8023 2.7270 -1.6622 0.3 0.0 0.3
O -2.6955 2.3596 -2.7475 0.0 0.0 -0.1
O -1.6736 4.1380 -1.4186 -0.1 0.2 -0.1
O -0.5015 2.0342 -1.7643 -0.3 -0.1 -0.1
H -2.4976 1.7971 3.1884 0.0 0.0 0.0
H -4.6392 0.5971 2.7751 0.0 0.0 0.0
H -5.4010 0.2311 0.4407 0.0 0.1 0.0
H -4.0832 1.1980 -1.4415 0.0 0.0 0.1
Cl 4.8336 0.3033 2.5558 -0.1 0.0 0.1
C 3.1718 -0.1714 2.8331 0.0 0.0 0.1
C 2.8213 -0.6935 4.0830 0.1 0.1 -0.1
C 1.5425 -1.1017 4.3401 -0.1 0.0 0.0
Cl 1.1467 -1.7357 5.9358 0.0 0.0 -0.2
C 0.5506 -1.0232 3.3332 0.0 -0.1 0.0
C -0.7825 -1.4674 3.4702 0.0 0.0 0.1
C -1.6394 -1.3772 2.4130 -0.1 -0.1 -0.1
C -1.1801 -0.8392 1.1975 -0.2 -0.1 -0.1
N 0.0469 -0.4228 1.0421 0.1 0.4 0.1
C 0.9166 -0.4888 2.0781 0.0 -0.1 0.1
C 2.2530 -0.0005 1.7853 0.2 0.1 0.0
O 2.5323 0.4916 0.6552 -0.1 0.3 0.1
H 3.5766 -0.7712 4.8530 0.0 0.0 0.0
H -1.1086 -1.8745 4.4189 0.0 0.0 0.0
H -2.6673 -1.7062 2.4949 0.0 0.0 0.0
H -1.8369 -0.7511 0.3345 0.0 0.0 0.1
```
Forces are in eV/Å.

Charge distribution, Löwdin scheme, values in e:
1 Fe 0.88
2 C -0.26
3 C -0.27
4 C -0.29
5 C -0.29
6 C -0.28
7 C -0.05
8 C -0.05
9 C -0.05
10 C -0.06
11 C -0.04
12 H 0.07
13 H 0.06
14 H 0.06
15 H 0.07
16 H 0.07
17 H 0.06
18 H 0.07
19 H 0.07
20 H 0.06
21 H 0.07
22 H 0.06
23 H 0.06
24 H 0.07
25 H 0.05
26 H 0.06
27 O -0.31
28 S 0.46
29 O -0.34
30 O -0.37
31 C -0.21
32 C -0.09
33 C -0.11
34 C -0.10
35 C -0.08
36 C -0.21
37 S 0.47
38 O -0.35
39 O -0.30
40 O -0.39
41 H 0.11
42 H 0.09
43 H 0.09
44 H 0.10
45 Cl 0.63
46 C -0.58
47 C -0.15
48 C -0.61
49 Cl 0.60
50 C -0.17
51 C -0.03
52 C -0.05
53 C -0.13
54 N 0.10
55 C -0.12
56 C -0.41
57 O -0.11
58 H 0.09
59 H 0.08
60 H 0.10
61 H 0.12

Below is a structure of composition C25H23ClLuOP, with properties calculated with ωB97M-V/def2-TZVPD.

The gap between HOMO and LUMO comes out at 6.81 eV. Its largest force on an atom is 0.11196 Eh/bohr. As for the total energy: -3078.7638 Ha. As for the energy relative to the best compared isomer or geometry (same formula, charge and spin): 0.00 kcal/mol.

Geometry as XYZ:
```
52
Properties=species:S:1:pos:R:3:forces:R:3
C -0.8887 -1.5081 3.4805 2.0 -2.7 -0.5
C -0.7499 -2.1850 2.1944 2.4 -0.3 2.3
C 0.6904 -2.3989 1.9530 -1.5 0.5 2.9
H -1.5379 -2.4278 1.5347 -0.6 -0.2 -0.4
C 1.4161 -1.8567 3.1068 -2.8 -1.7 -0.1
C 0.4428 -1.3390 4.0382 -0.4 -1.8 -0.2
H 0.6680 -0.8389 4.9762 0.0 0.0 -0.3
H -1.7837 -1.1447 3.8895 -0.9 0.1 0.5
H 1.1308 -2.8384 1.0969 0.3 -0.3 -0.7
H 2.4632 -1.7917 3.1927 0.9 0.0 0.2
Lu 0.2738 -0.0867 2.1590 0.1 5.5 -1.6
Cl 2.2429 1.1972 2.1888 1.5 0.7 0.1
P 0.2948 0.1421 -0.4240 -0.1 -0.8 1.6
C 1.5174 -0.9262 -1.1131 1.0 -0.4 -1.1
C 1.2185 -1.6304 -2.2750 0.5 -0.5 -0.3
H 0.2160 -1.6097 -2.6850 0.0 0.0 0.0
C 2.2088 -2.3745 -2.9238 0.1 0.0 0.2
H 1.9607 -2.9229 -3.8280 0.0 0.1 0.1
C 3.5074 -2.4067 -2.4172 -0.3 0.1 0.0
H 4.2760 -2.9845 -2.9249 -0.1 0.1 0.1
C 3.8145 -1.6900 -1.2600 0.0 -0.1 -0.1
H 4.8276 -1.7024 -0.8660 -0.2 0.0 0.0
C 2.8356 -0.9587 -0.6103 -0.5 0.2 0.2
H 3.0775 -0.3898 0.2904 0.0 -0.1 -0.3
C -1.3105 -0.3483 -0.9805 -0.9 -0.4 -1.0
C -1.7706 -1.6775 -0.8932 0.2 0.3 -0.1
H -1.1316 -2.4493 -0.4685 -0.1 0.1 -0.2
C -3.0331 -2.0098 -1.3591 -0.1 0.1 0.0
H -3.3754 -3.0404 -1.2987 0.1 0.2 0.0
C -3.8610 -1.0301 -1.9098 0.3 0.3 0.1
H -4.8497 -1.2903 -2.2738 0.1 0.0 0.0
C -3.4088 0.2900 -1.9862 -0.4 -0.4 0.0
H -4.0494 1.0581 -2.4085 0.1 -0.1 0.0
C -2.1458 0.6267 -1.5251 -0.1 0.0 0.0
H -1.7988 1.6562 -1.5820 -0.1 -0.2 -0.1
C 0.6177 1.7690 -0.9402 0.2 1.6 -1.1
C 1.1249 1.8922 -2.2229 0.3 0.8 -0.6
H 1.3735 1.0079 -2.7999 0.0 0.1 0.0
C 1.3317 3.1545 -2.7853 0.0 0.0 0.1
H 1.7309 3.2337 -3.7921 0.0 0.0 0.1
C 1.0329 4.3024 -2.0541 0.0 -0.4 0.1
H 1.1954 5.2834 -2.4889 0.0 -0.1 0.1
C 0.5264 4.1792 -0.7546 0.2 0.5 -0.5
H 0.2975 5.0750 -0.1801 0.0 -0.2 -0.1
C 0.3211 2.9344 -0.2062 -0.3 -0.9 0.7
H -0.0723 2.8468 0.8177 0.2 0.1 -0.4
C -2.4890 1.2770 3.7187 -0.5 1.3 0.5
C -1.2033 1.5622 3.0030 -0.5 -3.5 -0.1
O -0.7869 2.6745 2.8955 0.6 2.9 -0.2
H -3.1597 0.7177 3.0646 0.0 -0.2 0.2
H -2.9441 2.2353 3.9863 -0.3 0.0 0.1
H -2.2845 0.7421 4.6502 -0.1 -0.2 -0.2
```
Forces are in eV/Å.

Charge distribution, Löwdin scheme, values in e:
1 C -0.22
2 C -0.19
3 C -0.18
4 H 0.07
5 C -0.22
6 C -0.21
7 H 0.12
8 H 0.06
9 H 0.08
10 H 0.08
11 Lu 0.98
12 Cl 0.02
13 P 0.94
14 C -0.38
15 C -0.09
16 H 0.10
17 C -0.07
18 H 0.10
19 C -0.08
20 H 0.11
21 C -0.07
22 H 0.11
23 C -0.09
24 H 0.05
25 C -0.36
26 C -0.12
27 H 0.10
28 C -0.08
29 H 0.11
30 C -0.07
31 H 0.10
32 C -0.07
33 H 0.11
34 C -0.07
35 H 0.11
36 C -0.40
37 C -0.08
38 H 0.10
39 C -0.07
40 H 0.10
41 C -0.07
42 H 0.10
43 C -0.06
44 H 0.11
45 C -0.08
46 H 0.08
47 C -0.13
48 C -0.53
49 O -0.07
50 H 0.07
51 H 0.07
52 H 0.06

Below is the molecule C25H23ClN4OS, with properties calculated with ωB97M-V/def2-TZVPD.

The gap between HOMO and LUMO comes out at 8.41 eV. The SMILES is N#Cc1c(N)nc(SCC(=O)[C@]23C[C@H]4C[C@H](C[C@H](C4)C2)C3)c(C#N)c1-c1ccc(Cl)cc1. Its largest force on an atom is 0.01995 Eh/bohr. As for the total energy: -2119.1744 Ha.

Geometry as XYZ:
```
55
Properties=species:S:1:pos:R:3:forces:R:3
N 3.7872 -1.5424 -3.2933 0.3 0.0 0.0
C 2.6716 -1.4627 -3.0292 0.6 0.0 -0.2
C 1.3392 -1.3518 -2.5980 -1.0 0.1 0.3
C 1.0877 -1.2934 -1.2011 0.1 -0.2 -0.3
N 2.0902 -1.4350 -0.3123 0.1 0.0 -0.1
N -0.1363 -1.1294 -0.7114 0.0 0.0 0.1
C -1.1548 -1.0212 -1.5452 0.1 0.0 0.1
S -2.7445 -0.8024 -0.8679 -0.3 0.0 0.3
C -2.3034 -0.5167 0.8704 -0.1 -0.2 -0.9
C -1.5007 0.7617 1.0282 0.0 -0.1 0.4
O -1.3220 1.5149 0.1085 0.0 0.2 0.0
C -0.9066 1.0064 2.4098 0.0 0.3 -0.3
C -0.6911 2.5134 2.5992 0.1 0.0 0.0
C 0.0133 2.7780 3.9270 0.0 0.2 0.1
C -0.8466 2.2464 5.0721 0.0 0.0 0.0
C -1.0520 0.7440 4.8912 -0.2 -0.1 0.2
C 0.3028 0.0372 4.9021 0.0 0.0 0.0
C 1.1619 0.5736 3.7583 0.2 -0.1 0.0
C 1.3704 2.0764 3.9353 -0.1 0.0 0.0
C 0.4642 0.3057 2.4251 0.1 0.0 0.2
C -1.7592 0.4680 3.5618 0.1 0.0 0.1
C -1.0195 -1.0904 -2.9465 0.8 0.0 0.5
C -2.1674 -1.0395 -3.7603 -0.4 0.0 -0.3
N -3.1186 -1.0188 -4.4017 -0.3 0.0 -0.2
C 0.2634 -1.2510 -3.4855 -0.1 0.0 0.5
C 0.4758 -1.3075 -4.9372 0.1 0.0 -0.3
C 1.2698 -2.3072 -5.4945 -0.1 0.1 0.0
C 1.4713 -2.3646 -6.8594 0.0 0.0 -0.1
C 0.8829 -1.4107 -7.6756 0.0 0.0 0.3
Cl 1.1363 -1.4755 -9.3806 0.0 0.0 -0.2
C 0.0937 -0.4056 -7.1376 0.0 0.0 -0.1
C -0.1107 -0.3595 -5.7727 0.1 -0.1 0.1
H 1.8930 -1.3005 0.6632 0.0 0.0 0.0
H 3.0429 -1.4644 -0.6312 0.0 0.0 0.1
H -1.7491 -1.3795 1.2348 0.0 0.1 0.2
H -3.2514 -0.4333 1.4016 0.0 -0.1 0.1
H -0.0974 2.9004 1.7696 -0.1 0.0 0.0
H -1.6574 3.0221 2.5790 0.0 0.0 -0.1
H 0.1591 3.8565 4.0477 0.0 -0.1 0.0
H -0.3573 2.4410 6.0287 0.0 0.0 0.1
H -1.8123 2.7562 5.0804 0.0 0.0 0.0
H -1.6704 0.3581 5.7090 0.0 0.0 -0.1
H 0.8050 0.2124 5.8554 0.0 0.0 0.1
H 0.1627 -1.0410 4.7920 0.0 -0.1 0.0
H 2.1338 0.0662 3.7619 -0.1 0.0 0.0
H 1.8850 2.2703 4.8786 0.1 0.0 0.0
H 1.9944 2.4642 3.1271 0.1 0.0 0.0
H 1.0680 0.6916 1.6006 0.0 0.0 -0.1
H 0.3266 -0.7697 2.2853 0.0 -0.1 -0.1
H -1.9132 -0.6079 3.4619 -0.1 -0.1 0.0
H -2.7370 0.9551 3.5574 -0.1 0.0 0.0
H 1.7165 -3.0584 -4.8603 0.0 -0.1 0.0
H 2.0810 -3.1434 -7.2890 0.0 -0.1 -0.1
H -0.3569 0.3327 -7.7815 0.0 0.1 -0.1
H -0.7137 0.4307 -5.3518 -0.1 0.1 0.0
```
Forces are in eV/Å.

Charge distribution, Löwdin scheme, values in e:
1 N 0.19
2 C -0.21
3 C -0.10
4 C -0.30
5 N 0.19
6 N 0.13
7 C -0.51
8 S 1.05
9 C -0.37
10 C -0.41
11 O 0.09
12 C -0.36
13 C -0.08
14 C -0.29
15 C -0.12
16 C -0.29
17 C -0.12
18 C -0.29
19 C -0.12
20 C -0.09
21 C -0.09
22 C -0.18
23 C -0.25
24 N 0.20
25 C -0.06
26 C -0.17
27 C -0.02
28 C -0.09
29 C -0.67
30 Cl 0.69
31 C -0.08
32 C -0.01
33 H 0.09
34 H 0.10
35 H 0.08
36 H 0.09
37 H 0.13
38 H 0.13
39 H 0.14
40 H 0.12
41 H 0.12
42 H 0.14
43 H 0.12
44 H 0.12
45 H 0.14
46 H 0.12
47 H 0.12
48 H 0.13
49 H 0.12
50 H 0.12
51 H 0.13
52 H 0.12
53 H 0.11
54 H 0.11
55 H 0.12

Below is a structure of composition C25H23InN5O5S, with properties calculated with ωB97M-V/def2-TZVPD.

The gap between HOMO and LUMO comes out at 5.66 eV. Its charge is +1. Its largest force on an atom is 0.07714 Eh/bohr. As for the total energy: -2204.5179 Ha. As for the energy relative to the best compared isomer or geometry (same formula, charge and spin): 0.00 kcal/mol.

Geometry as XYZ:
```
60
Properties=species:S:1:pos:R:3:forces:R:3
In -1.2470 -0.5191 0.1559 0.8 1.4 0.0
O 2.3809 0.6864 2.6892 -1.4 -0.5 -1.0
C 1.9085 1.6202 3.4891 -0.2 0.1 0.4
C 2.6945 2.0992 4.5507 -0.5 -1.1 -0.6
C 2.1172 2.9268 5.4406 1.8 2.3 2.7
C 0.9285 3.5772 5.2020 -1.8 1.0 0.3
C 0.1759 3.2043 4.1277 -1.5 0.0 -0.6
C 0.5796 2.0972 3.3676 -0.2 -1.0 -2.1
C -0.3153 1.3047 2.4216 2.1 1.4 1.7
O 0.2034 0.2392 1.8353 -1.5 0.4 -0.8
N -1.5848 1.6077 2.3851 -1.3 -0.8 0.5
N -2.2324 0.5860 1.7942 -2.3 -0.9 -0.4
C -3.4291 0.1422 2.0885 1.3 0.5 -0.4
C -3.9920 -0.9552 1.2714 0.0 0.2 -0.1
C -5.3160 -1.3911 1.3741 0.0 0.7 1.2
C -5.7931 -2.4159 0.5819 -0.4 0.0 0.4
C -4.9793 -2.9016 -0.4464 0.0 0.0 -0.1
C -3.7049 -2.3506 -0.5883 -0.9 0.2 2.8
N -3.1796 -1.4922 0.3622 -0.8 -1.0 -2.3
H 1.4328 0.4170 2.1171 2.5 -0.1 0.8
H 3.6398 1.6387 4.6947 0.8 -0.1 0.1
H 2.6724 3.3309 6.3571 -0.5 -1.1 -1.4
H 0.5004 4.3432 5.8825 0.7 -0.5 -0.5
H -0.7618 3.7414 3.8535 0.7 -0.7 0.4
H -4.0717 0.5026 2.8781 0.3 0.5 0.2
H -5.9388 -0.9253 2.1638 0.4 -0.4 -0.7
H -6.8063 -2.7933 0.8412 0.9 0.1 -0.7
H -5.3496 -3.7091 -1.0947 0.4 0.6 0.2
H -3.0406 -2.6862 -1.3156 1.0 -0.4 -1.2
O 1.3310 1.1017 -1.1270 -0.1 0.1 0.7
S 0.1830 1.9402 -1.3802 -0.4 1.2 0.5
O -0.0678 3.1308 -0.5660 0.2 -2.3 -0.9
N -1.1417 0.8946 -1.5174 0.0 -0.8 1.4
C -1.4477 0.5783 -2.8294 -1.5 -1.5 -1.2
O -2.3093 -0.2587 -3.1939 2.2 1.8 1.3
C -0.5880 1.3954 -3.7607 -1.2 0.8 -0.3
C -0.6340 1.5368 -5.1525 -0.5 -0.9 0.3
C 0.3226 2.3596 -5.7262 0.0 0.1 -2.4
C 1.0966 3.2894 -5.0330 0.1 -0.3 0.8
C 1.0102 3.2474 -3.6444 -0.7 0.5 0.3
C 0.1659 2.3053 -3.0576 1.4 0.4 -0.9
H -1.4259 1.0345 -5.7670 1.2 0.2 0.7
H 0.4309 2.2694 -6.8375 -0.3 0.5 1.1
H 1.7372 4.0497 -5.5072 -0.4 -0.7 0.1
H 1.4616 3.9983 -3.0039 0.3 -0.2 -0.1
C 3.4631 -3.6165 0.5912 -0.4 1.5 0.2
C 2.6267 -2.9402 -0.5709 1.5 -0.8 0.4
C 2.4665 -3.9708 -1.7084 0.3 0.8 -0.4
C 3.2926 -1.6508 -1.1651 0.3 -1.6 -0.8
C 1.3703 -2.4534 -0.1134 -2.9 0.3 -0.6
N 0.2856 -2.0452 -0.0342 1.2 -0.3 0.3
H 4.4954 -3.6035 0.2603 0.2 0.1 0.1
H 3.2078 -4.6561 0.7810 -0.4 0.1 -0.1
H 3.3670 -3.0224 1.5378 0.2 -0.6 -0.8
H 3.4656 -4.0431 -2.1721 -0.5 -0.1 0.1
H 1.7512 -3.6254 -2.4525 0.1 0.0 -0.1
H 2.1723 -4.9413 -1.3698 -0.2 -0.5 0.4
H 4.2759 -2.0110 -1.5054 -0.2 0.4 0.1
H 3.4188 -0.9233 -0.4052 0.1 1.0 0.5
H 2.7252 -1.2951 -2.0496 0.3 0.0 0.7
```
Forces are in eV/Å.

Charge distribution, Löwdin scheme, values in e:
1 In 1.04
2 O 0.02
3 C -0.30
4 C -0.01
5 C -0.10
6 C -0.11
7 C -0.04
8 C -0.06
9 C -0.33
10 O -0.10
11 N 0.12
12 N -0.08
13 C 0.01
14 C -0.24
15 C 0.01
16 C -0.02
17 C -0.01
18 C -0.04
19 N 0.01
20 H 0.05
21 H 0.11
22 H 0.14
23 H 0.12
24 H 0.13
25 H 0.14
26 H 0.14
27 H 0.14
28 H 0.13
29 H 0.10
30 O -0.29
31 S 0.67
32 O -0.26
33 N -0.14
34 C -0.46
35 O 0.04
36 C -0.13
37 C 0.01
38 C -0.07
39 C -0.04
40 C -0.02
41 C -0.26
42 H 0.15
43 H 0.13
44 H 0.13
45 H 0.13
46 C 0.00
47 C -0.54
48 C -0.02
49 C 0.00
50 C -0.05
51 N 0.20
52 H 0.09
53 H 0.09
54 H 0.11
55 H 0.11
56 H 0.09
57 H 0.08
58 H 0.10
59 H 0.08
60 H 0.11